Record 1
{
  "formula": "CH5N6O2",
  "method": "the ωB97M-V functional and the def2-TZVPD basis",
  "elements": ["C", "N", "N", "N", "N", "N", "N", "O", "O", "H", "H", "H", "H", "H"],
  "xyz": [[0.579821, 0.871110, -0.782099], [-1.299362, 0.385195, 0.667656], [0.003975, 1.591587, -1.625963], [1.911152, 0.667110, -0.800465], [0.969182, -0.869747, 0.995931], [-0.026266, 0.505305, 0.437152], [-2.057065, -0.737041, 0.515628], [-1.541732, -1.819285, 0.352878], [-3.260795, -0.576277, 0.744955], [-0.999097, 1.758019, -1.461073], [2.367149, 0.878436, -1.609358], [2.036037, -0.147899, -0.263283], [0.987198, -0.869254, 2.040044], [0.329802, -1.637259, 0.787996]],
  "forces_ev_per_angstrom": [[-0.792, 2.246, 1.359], [1.089, 3.403, -1.878], [-1.726, 0.880, -2.475], [-1.235, 0.158, 1.934], [1.670, -2.176, 1.872], [-2.728, -2.535, 0.623], [0.563, 1.164, 2.144], [1.110, -2.691, -1.447], [-1.076, 0.420, -0.055], [0.807, -0.269, 0.328], [1.215, 0.411, -2.452], [1.295, -1.568, 0.987], [-0.113, 0.414, -0.847], [-0.079, 0.143, -0.093]],
  "nbo_charge": [0.524, -0.151, -0.764, -0.835, -1.011, -0.092, 0.515, -0.519, -0.511, 0.352, 0.377, 0.431, 0.322, 0.363],
  "s_squared": 2.03,
  "max_force_ev_per_a": 4.04,
  "spin_multiplicity": 3,
  "orbital_gap_ev": [5.24, 6.93],
  "charge": -1,
  "homo_energy_ha": [-0.032, -0.173],
  "lumo_ha": [0.1607, 0.0821],
  "molar_mass_g_mol": 133.1,
  "e_tot_ha": -519.86321
}



Record 2
{
  "formula": "C20H12N4S3",
  "method": "the ωB97M-V functional and the def2-TZVPD basis",
  "elements": ["H", "N", "C", "C", "C", "N", "C", "S", "S", "C", "C", "C", "N", "C", "N", "H", "C", "C", "C", "C", "C", "C", "S", "C", "C", "C", "C", "C", "C", "H", "H", "H", "H", "H", "H", "H", "H", "H", "H"],
  "xyz": [[1.635478, -0.612878, 5.594003], [1.534831, -0.017432, 4.778363], [0.411998, -0.103326, 4.143932], [0.281501, 0.836248, 3.063076], [-0.077450, 2.202032, 3.363563], [-0.314149, 3.298035, 3.725306], [0.668926, 0.451084, 1.780913], [1.116152, -1.178625, 1.375541], [0.451020, -1.049839, -0.607793], [1.018279, 0.598879, -0.903643], [1.480863, 1.051823, -2.111219], [1.946809, 2.384096, -2.248314], [2.327460, 3.475406, -2.438657], [1.611969, 0.219457, -3.301101], [2.265361, -0.894637, -3.261117], [2.256077, -1.390876, -4.151403], [0.873159, 0.575577, -4.563314], [1.306331, 0.128406, -5.853267], [0.626276, 0.471167, -7.036230], [-0.521194, 1.234979, -6.934513], [-0.965261, 1.761124, -5.698242], [-0.248481, 1.435743, -4.522210], [0.856164, 1.665747, 0.500472], [-0.645621, -0.987911, 4.623824], [-1.985486, -0.763667, 4.217858], [-2.957719, -1.655732, 4.624708], [-2.700347, -2.753456, 5.478131], [-1.400228, -2.931286, 5.899058], [-0.366217, -2.069782, 5.489910], [2.178805, -0.519428, -5.952249], [1.058631, 0.246012, -8.028557], [-1.011077, 1.523445, -7.870043], [-1.825319, 2.394986, -5.619049], [-0.575713, 1.892710, -3.596703], [-2.251019, 0.116331, 3.598475], [-4.000293, -1.581525, 4.326434], [-3.542033, -3.379161, 5.692327], [-1.143688, -3.771059, 6.566660], [0.625207, -2.302666, 5.855070]],
  "forces_ev_per_angstrom": [[-0.387, -0.159, -0.026], [-0.317, 0.505, -1.243], [2.236, -0.857, 3.594], [0.172, 0.658, -3.906], [-0.088, 2.286, 1.080], [0.453, -2.906, -1.141], [-0.978, 1.413, 1.623], [0.032, 0.029, -0.369], [0.116, 0.079, 0.033], [0.473, 0.060, -0.259], [-0.350, -0.285, 1.917], [0.580, 2.832, -0.501], [-0.745, -2.257, 0.492], [0.191, -3.071, -2.272], [-0.142, 1.383, 0.911], [-0.253, 0.175, 0.077], [-0.361, 1.052, -1.237], [-0.357, -0.002, 0.452], [0.726, -0.008, 0.881], [-0.642, 1.116, 0.106], [1.465, -1.390, 0.078], [0.023, -0.116, -1.064], [0.062, -0.187, -0.050], [-1.450, -0.799, 0.027], [0.518, -0.017, -0.011], [-0.751, -0.784, 0.597], [0.444, 1.625, -1.329], [0.779, -0.468, 0.610], [-1.153, 0.038, -0.396], [-0.054, 0.340, 0.156], [-0.419, -0.170, 0.785], [-0.063, -0.062, 0.456], [-0.268, 0.203, -0.151], [0.069, -0.152, 0.124], [0.279, -0.750, 0.354], [0.209, 0.473, -0.211], [0.015, -0.474, 0.427], [-0.137, 0.496, -0.400], [0.071, 0.155, -0.214]],
  "nbo_charge": [0.341, -0.553, 0.222, -0.241, 0.255, -0.268, -0.264, 0.250, 0.233, -0.228, -0.273, 0.253, -0.264, 0.265, -0.561, 0.343, -0.125, -0.171, -0.217, -0.192, -0.205, -0.175, 0.433, -0.044, -0.203, -0.201, -0.198, -0.205, -0.196, 0.209, 0.226, 0.217, 0.222, 0.218, 0.228, 0.215, 0.222, 0.219, 0.212],
  "max_force_ev_per_a": 4.32,
  "orbital_gap_ev": 8.09,
  "e_above_lowest_kj_mol": 17.4,
  "smiles": "[H]/N=C(/C(C#N)=C1\\SS/C(=C(C#N)\\C(=N\\[H])c2ccccc2)S1)c1ccccc1",
  "homo_energy_ha": -0.335,
  "lumo_ha": -0.0371,
  "molar_mass_g_mol": 404.5,
  "e_tot_ha": -2182.82873
}